{
  "formula": "C2H4F2OS",
  "method": "ωB97M-V/def2-TZVPD",
  "homo_lumo_gap_ev": [8.43, 8.77],
  "spin_multiplicity": 1,
  "e_tot_ha": -751.6075,
  "total_charge": 0,
  "relative_energy_kcal_mol": 83.2,
  "lumo_ev": [-0.55, -0.07],
  "mol_weight_g_mol": 114.12,
  "species": ["S", "F", "F", "O", "C", "C", "H", "H", "H", "H"],
  "coordinates": [[0.97, -1.29, 0.72], [-0.54, 0.76, 1.31], [-1.64, -0.84, 0.33], [1.06, -1.45, 2.37], [-0.27, 0.95, -1.94], [-0.43, -0.29, 0.48], [0.75, 0.67, -2.12], [1.64, -0.78, 2.75], [-0.49, 1.92, -1.56], [-1.05, 0.34, -2.35]]
}

***

{
  "formula": "C2H4F2S",
  "method": "ωB97M-V/def2-TZVPD",
  "homo_lumo_gap_ev": [5.02, 6.31],
  "spin_multiplicity": 3,
  "e_tot_ha": -676.2460,
  "total_charge": 0,
  "relative_energy_kcal_mol": 89.5,
  "lumo_ev": [0.75, -3.65],
  "mol_weight_g_mol": 98.12,
  "species": ["S", "F", "F", "C", "C", "H", "H", "H", "H"],
  "coordinates": [[2.17, 0.21, -0.20], [0.41, 1.95, 0.48], [0.73, 0.55, 2.07], [-0.83, -0.24, -0.05], [0.69, 0.63, 0.78], [2.76, 1.42, -0.14], [-1.42, 0.52, -0.44], [-0.23, -0.98, -0.63], [-1.39, -0.48, 0.82]]
}

***

{
  "formula": "C2H4F2Si",
  "method": "ωB97M-V/def2-TZVPD",
  "homo_lumo_gap_ev": 7.41,
  "spin_multiplicity": 1,
  "e_tot_ha": -567.6699,
  "total_charge": 0,
  "relative_energy_kcal_mol": 158.8,
  "lumo_ev": -0.98,
  "mol_weight_g_mol": 94.14,
  "species": ["Si", "F", "F", "C", "C", "H", "H", "H", "H"],
  "coordinates": [[-0.65, -2.09, 1.27], [-1.36, 0.24, -1.19], [1.83, 1.63, -0.74], [0.87, 0.70, -0.84], [-0.39, 1.08, -0.78], [-1.63, -1.46, 2.19], [-0.67, 2.14, -0.75], [1.33, -0.32, -1.07], [0.67, -1.93, 1.90]]
}

***

{
  "formula": "C2H4F2Si",
  "method": "ωB97M-V/def2-TZVPD",
  "homo_lumo_gap_ev": 9.60,
  "spin_multiplicity": 1,
  "e_tot_ha": -567.6933,
  "total_charge": 0,
  "relative_energy_kcal_mol": 144.1,
  "lumo_ev": -0.20,
  "mol_weight_g_mol": 94.14,
  "species": ["Si", "F", "F", "C", "C", "H", "H", "H", "H"],
  "coordinates": [[0.89, -1.46, 0.01], [-1.21, 1.00, 1.47], [-1.43, 2.69, 0.19], [-0.23, 0.69, -0.66], [-0.89, 1.38, 0.21], [1.56, -2.25, -0.94], [1.99, -0.96, 1.08], [-0.25, 1.01, -1.74], [-0.43, -2.11, 0.37]]
}

***

{
  "formula": "C2H4F3KO4S",
  "method": "ωB97M-V/def2-TZVPD",
  "homo_lumo_gap_ev": 7.56,
  "spin_multiplicity": 1,
  "e_tot_ha": -1677.1789,
  "total_charge": 0,
  "relative_energy_kcal_mol": 60.1,
  "lumo_ev": -1.05,
  "mol_weight_g_mol": 220.21,
  "species": ["K", "S", "F", "F", "F", "O", "O", "O", "O", "C", "C", "H", "H", "H", "H"],
  "coordinates": [[-0.87, 2.97, 2.32], [-0.40, 1.06, -0.56], [1.49, 1.58, -2.34], [0.93, -0.48, -2.28], [2.13, 0.37, -0.67], [-0.71, -1.37, 0.03], [-1.40, 1.05, -1.64], [0.13, 2.40, -0.13], [-1.35, 0.83, 0.79], [0.01, -2.00, 1.09], [1.13, 0.59, -1.52], [0.49, -2.89, 0.66], [-1.61, -0.62, 0.78], [-0.69, -2.20, 1.91], [0.71, -1.30, 1.56]]
}

***

{
  "formula": "C2H4F3N",
  "method": "ωB97M-V/def2-TZVPD",
  "smiles": "C[C@H](F)N(F)F",
  "homo_lumo_gap_ev": 12.24,
  "spin_multiplicity": 1,
  "e_tot_ha": -432.7805,
  "total_charge": 0,
  "relative_energy_kcal_mol": 122.5,
  "lumo_ev": 1.01,
  "mol_weight_g_mol": 99.05,
  "species": ["F", "F", "F", "N", "C", "C", "H", "H", "H", "H"],
  "coordinates": [[-1.62, 0.59, -1.29], [-3.31, -0.21, 0.88], [-1.43, -0.03, 2.15], [-1.97, 0.42, 0.90], [0.33, 0.25, 0.11], [-1.16, -0.11, -0.25], [0.84, 0.31, -0.81], [0.09, 1.23, 0.43], [0.70, -0.45, 0.76], [-1.47, -1.39, -0.42]]
}

***

{
  "formula": "C2H4F3N",
  "method": "ωB97M-V/def2-TZVPD",
  "homo_lumo_gap_ev": [8.42, 8.43],
  "spin_multiplicity": 1,
  "e_tot_ha": -432.6967,
  "total_charge": 0,
  "relative_energy_kcal_mol": 175.1,
  "lumo_ev": [-1.52, -1.52],
  "mol_weight_g_mol": 99.05,
  "species": ["F", "F", "F", "N", "C", "C", "H", "H", "H", "H"],
  "coordinates": [[0.50, -1.11, -1.56], [0.87, 2.00, -0.51], [2.27, -1.00, -0.37], [0.93, -0.97, -0.25], [-1.14, 0.11, 0.20], [0.29, -0.06, 0.51], [-1.19, 0.51, -0.76], [-1.68, -0.77, 0.42], [0.84, 0.42, 1.40], [-1.69, 0.87, 0.92]]
}

***

{
  "formula": "C2H4FI",
  "method": "ωB97M-V/def2-TZVPD",
  "homo_lumo_gap_ev": [8.61, 8.63],
  "spin_multiplicity": 1,
  "e_tot_ha": -476.0092,
  "total_charge": 0,
  "relative_energy_kcal_mol": 80.9,
  "lumo_ev": [-0.18, 0.14],
  "mol_weight_g_mol": 173.96,
  "species": ["I", "F", "C", "C", "H", "H", "H", "H"],
  "coordinates": [[1.06, 3.07, -1.35], [-0.06, 2.45, 1.25], [-0.57, -0.51, -0.19], [0.80, 1.94, 0.37], [1.70, 1.58, 0.85], [-1.39, -0.35, 0.48], [-0.69, -0.28, -1.22], [0.27, -1.09, 0.13]]
}

***

{
  "formula": "C2H4FIO",
  "method": "ωB97M-V/def2-TZVPD",
  "homo_lumo_gap_ev": [7.39, 7.39],
  "spin_multiplicity": 1,
  "e_tot_ha": -551.2539,
  "total_charge": 0,
  "relative_energy_kcal_mol": 78.0,
  "lumo_ev": [-1.69, -1.69],
  "mol_weight_g_mol": 189.96,
  "species": ["I", "F", "O", "C", "C", "H", "H", "H", "H"],
  "coordinates": [[3.10, 0.11, 0.24], [0.31, -2.21, 1.08], [0.34, 0.41, -0.60], [1.04, 0.22, 0.53], [-1.05, 0.36, -0.62], [-1.50, 1.35, -0.62], [0.61, 0.05, 1.49], [-1.31, 0.02, -1.60], [-1.53, -0.31, 0.10]]
}

***

{
  "formula": "C2H4FN",
  "method": "ωB97M-V/def2-TZVPD",
  "smiles": "C/C=N/F",
  "homo_lumo_gap_ev": 11.96,
  "spin_multiplicity": 1,
  "e_tot_ha": -233.1371,
  "total_charge": 0,
  "relative_energy_kcal_mol": 46.5,
  "lumo_ev": 1.10,
  "mol_weight_g_mol": 61.06,
  "species": ["F", "N", "C", "C", "H", "H", "H", "H"],
  "coordinates": [[0.28, -2.41, 0.84], [0.47, -1.08, 0.96], [-0.07, -0.48, -0.04], [-0.09, 1.00, -0.19], [-1.06, 1.42, -0.28], [0.48, 1.11, -1.07], [-0.58, -1.05, -0.84], [0.59, 1.50, 0.61]]
}